Molecular formula: C34H40N5O4W
Method: DFT, ωB97M-V/def2-TZVPD

The geometry in XYZ format:
```
84
Properties=species:S:1:pos:R:3:forces:R:3:mulliken_charge:R:1
H -0.01796 2.34902 3.99633 0.036 -0.004 -0.032 0.30
H 3.44643 -2.78402 -0.66228 -0.173 -0.103 0.078 0.31
C -0.58703 2.58577 -3.34480 0.009 0.111 0.060 -1.39
H -0.17900 4.77086 0.83579 -0.025 0.053 0.058 0.27
H -0.91426 -1.59632 -4.30013 -0.002 0.014 0.010 0.49
H -1.47113 4.66283 -0.85544 -0.006 -0.011 0.019 0.47
N -1.86325 -2.32053 0.08781 -0.233 0.228 -0.320 -0.84
H 2.14868 0.35742 -3.24329 0.010 -0.034 0.014 0.33
H 0.07917 -3.43135 -0.98342 0.201 0.345 -0.169 0.71
H -3.49878 -3.15542 -0.06704 0.092 0.028 -0.017 0.41
C 1.36806 -0.40691 -3.25373 -0.071 0.202 -0.112 -1.27
C -3.51897 -0.76642 -0.67169 -0.148 0.144 0.023 -0.05
C -4.95355 0.82968 -1.79838 0.022 0.121 -0.021 -1.42
C -5.76772 -1.38154 -1.33610 -0.051 -0.015 -0.023 -0.60
H -2.61578 3.00327 2.40901 -0.031 0.028 0.006 0.48
C -0.00538 0.20687 -3.52016 -0.032 -0.182 0.161 0.31
N 2.38572 0.57055 0.42732 0.385 0.261 -0.284 0.18
H 1.11640 -1.29321 4.60664 -0.004 0.027 -0.004 0.41
O 0.41146 0.74438 2.84438 0.122 0.004 0.129 0.18
C 1.39092 -3.74993 0.75426 0.189 -0.220 0.151 -0.23
W 0.71776 -0.99513 0.67050 -0.450 -0.064 1.068 1.70
H 3.25344 -2.66093 3.21401 -0.014 0.013 -0.011 0.54
C 2.02782 1.86387 0.46125 -0.142 -0.217 0.089 0.64
C 4.17413 2.62998 -0.22785 -0.129 -0.123 0.082 -1.04
H 4.86223 3.41709 -0.50305 0.002 0.007 -0.002 0.45
H -6.92665 0.13198 -2.29048 -0.002 -0.002 -0.001 0.40
O 3.09624 -1.90797 -0.46858 0.012 0.550 -0.173 -0.49
C -1.05248 2.75890 0.93567 -0.251 0.177 -0.012 1.78
H -2.90604 3.90767 0.91969 -0.015 0.000 0.008 0.36
C 0.59427 -0.56885 2.64261 0.172 -0.216 -0.857 0.54
N -0.32836 0.23668 -0.48013 0.871 -0.436 -0.711 1.82
H 1.37846 -0.92588 -2.30522 0.079 -0.181 0.355 -0.02
H 0.03459 0.60498 -4.53681 -0.038 0.022 0.036 0.69
C 1.92353 -5.00901 0.51414 -0.102 0.036 -0.030 -0.94
C 2.87105 2.90837 0.14413 0.187 0.106 -0.043 -0.55
C 0.34158 -3.05114 0.00163 -0.298 0.136 -0.157 -0.38
H 4.28792 -1.43444 1.15903 0.016 -0.010 -0.005 0.19
C 4.11763 -1.11869 0.12249 -0.004 0.021 -0.036 -0.68
C -3.74774 0.50244 -1.21753 -0.007 -0.035 0.041 -0.34
H 5.05292 -1.21128 -0.43012 0.012 -0.002 0.021 0.57
H -0.91518 0.89090 4.45741 0.001 -0.011 -0.046 0.42
C -4.54604 -1.73228 -0.76430 0.126 0.157 -0.034 0.12
C -1.00247 3.74304 -2.71469 0.006 0.026 -0.099 -1.62
H -5.10117 1.81818 -2.21190 0.005 -0.013 -0.007 0.48
H 1.60855 -1.13487 -4.03070 0.011 0.016 -0.004 0.50
H 0.81132 1.04008 4.87040 0.012 0.009 -0.027 0.39
H -2.95490 1.23356 -1.20797 0.021 0.061 0.085 1.19
C 2.89201 -3.35188 2.45987 0.044 0.143 0.167 -0.33
O -1.39961 -0.08721 0.46806 0.044 -0.165 -0.124 0.12
C -2.52493 2.96740 1.32210 0.114 -0.058 -0.054 -1.68
N -0.69015 -2.52306 0.76807 -0.002 -0.391 0.942 -0.29
H 3.40118 -6.42285 1.16479 0.018 0.012 -0.018 0.46
C 3.45969 -4.60494 2.30970 0.002 -0.045 -0.065 -1.04
C -0.89031 2.62488 -0.57604 0.138 -0.208 0.025 1.43
H -1.13426 -1.39033 -2.56433 -0.023 -0.087 0.163 0.09
H 4.26897 -4.91763 2.95360 -0.009 0.019 0.018 0.44
O -4.42327 -2.99372 -0.32919 -0.073 -0.127 0.054 -0.67
H 0.42641 -2.50451 3.50870 -0.044 -0.007 0.018 0.41
N 1.89625 -2.92779 1.68912 -0.403 -0.093 -0.393 0.27
H -2.08513 -0.41969 -3.68683 -0.012 -0.025 -0.010 0.32
H 2.49814 3.92229 0.18324 -0.015 -0.022 -0.008 0.53
H -6.53635 -2.14126 -1.38164 -0.003 0.010 0.012 0.47
H 0.81947 3.61491 1.71342 -0.141 0.200 0.081 0.34
H -0.48053 2.57726 -4.42259 0.017 0.002 0.025 0.43
H -3.15584 2.15952 0.95873 -0.036 -0.048 -0.047 0.33
H -0.60811 -1.28260 4.24088 -0.004 0.002 -0.005 0.42
C -0.34596 1.40998 -2.64371 -0.098 -0.284 0.253 0.68
H -0.64461 4.25482 2.45233 0.032 0.025 0.017 0.48
C -1.14853 3.75186 -1.34404 -0.047 0.095 0.043 -0.76
H 1.51541 -5.63169 -0.27070 -0.019 -0.005 0.022 0.53
C 3.66738 0.31133 0.10415 0.067 -0.148 -0.104 0.65
C 2.97441 -5.43891 1.30868 -0.009 0.035 0.080 -0.36
H 5.58159 1.02612 -0.50162 -0.006 -0.016 -0.012 0.47
H -0.72480 1.84135 1.41466 -0.119 0.070 -0.070 -1.61
C 4.57156 1.30194 -0.23146 0.011 0.103 0.038 -1.07
C -5.97278 -0.11662 -1.84444 0.030 -0.072 0.035 -0.47
C 0.05034 1.27300 4.12640 -0.116 0.008 0.146 -1.15
C -0.21006 3.91688 1.51079 -0.072 -0.050 0.019 -1.39
C -0.50757 1.42621 -1.22947 -0.286 0.547 -0.307 -0.12
H -1.21355 4.63196 -3.29464 -0.001 0.005 0.011 0.42
C 0.38188 -1.46670 3.81439 0.107 -0.006 0.018 -1.78
C -1.10418 -0.86371 -3.51327 0.081 0.158 -0.052 -1.32
H 1.01444 2.05536 0.76500 0.286 -0.185 -0.140 -0.18
C -2.24507 -1.11423 -0.05143 0.180 -0.410 -0.032 0.16
```
Positions in Å, forces in eV/Å.

The net charge is +1.


Molecular formula: C34H40N6O4Se2Y
Method: DFT, ωB97M-V/def2-TZVPD

The geometry in XYZ format:
```
87
Properties=species:S:1:pos:R:3:forces:R:3:mulliken_charge:R:1
C 0.26379 -0.22429 5.16809 -0.125 0.106 -0.001 0.65
C -3.51251 -2.28940 2.22697 0.033 0.041 -0.016 2.93
C -1.88568 0.94832 -2.87425 -0.021 0.024 -0.054 -0.49
H 2.21436 -2.82867 4.25479 0.005 -0.013 0.007 0.44
Se -1.19907 -2.91808 0.33609 0.085 -0.172 -0.065 -0.49
H -2.31701 -3.06094 3.84969 -0.006 0.020 -0.019 0.62
N 1.82753 -1.67777 2.16539 -0.024 0.022 -0.154 -1.70
H -0.32884 0.23071 7.16419 -0.011 0.016 -0.001 0.45
C 3.31936 -1.42678 -3.58121 0.043 -0.031 -0.023 -0.43
O -4.63934 -4.24667 3.33521 -0.002 0.024 0.040 -0.55
C -2.46934 2.39556 -4.72429 -0.020 0.023 -0.034 -1.02
C -2.97710 -3.21750 1.12873 -0.145 -0.047 0.093 -1.85
H 0.60841 0.53648 -3.14555 0.010 0.009 -0.047 0.58
H 1.75089 3.51636 2.44204 -0.011 0.025 0.017 0.40
H 3.44238 2.44419 1.46623 -0.005 -0.004 0.003 0.43
N -0.60118 1.76407 -1.02499 -0.170 0.260 -0.074 2.32
H -1.51935 -2.36622 -2.47899 0.012 -0.011 -0.012 0.20
C 2.38297 2.21159 -0.91348 0.012 0.007 -0.016 -1.40
C -4.00086 -0.93914 1.67216 -0.109 -0.092 0.037 -2.00
H -3.72522 -3.27050 0.33124 0.057 0.023 -0.026 0.51
H -4.49412 -1.11205 0.71265 0.036 0.026 -0.006 0.67
H -2.13179 5.13146 1.69033 -0.011 0.005 -0.001 0.38
C -3.33003 -0.58445 -1.75172 0.078 0.044 0.037 -1.31
H 0.90298 -1.66948 8.16381 -0.001 0.009 0.008 0.37
C 0.25217 -0.44267 6.54899 0.010 -0.017 0.000 -0.75
H -4.00490 -0.66614 -2.61493 -0.016 -0.005 0.016 0.47
C 1.67460 -2.16805 4.91887 0.051 0.004 -0.012 -0.69
H -2.91333 0.30306 -4.62726 -0.010 0.002 -0.029 0.32
C -2.49245 -2.10413 3.35101 -0.029 0.026 0.073 -0.54
C -1.59564 -1.46895 -3.09367 -0.018 0.028 -0.036 -1.28
H 3.24118 -2.64047 0.35375 -0.007 0.010 -0.034 0.24
H 2.34923 1.30601 2.29096 -0.012 -0.004 0.022 0.46
C -0.16379 4.43160 2.18246 0.002 0.009 0.013 -0.88
C 0.85563 3.55769 1.83739 0.003 -0.041 -0.047 -0.22
C -1.28355 2.02344 -2.18143 0.061 -0.026 -0.007 -0.69
C -1.91159 3.46712 -4.03939 0.015 0.033 -0.027 -0.76
H -3.64564 0.22988 -1.10319 -0.007 -0.019 -0.009 0.30
H -5.57813 -2.92450 2.04128 0.028 0.027 0.011 0.43
C -1.45851 3.63702 0.32262 -0.011 0.007 -0.024 0.04
N 1.40143 -0.69953 -1.72052 -0.100 -0.089 0.012 0.99
H 3.08945 1.44426 -1.23658 -0.005 0.004 -0.009 0.42
H -3.34114 -1.51678 -1.18714 -0.024 0.001 -0.009 0.14
H -0.64799 -1.29180 -3.59605 -0.014 -0.007 0.019 0.43
C 0.93683 -1.50716 7.09304 -0.015 -0.004 0.027 -0.26
H -5.12180 -2.32163 3.64979 0.004 0.014 -0.025 0.47
H 2.17180 -3.23157 6.71048 0.013 -0.008 -0.005 0.40
N -1.94644 -0.34420 -2.21254 0.047 -0.083 -0.056 1.58
H 3.41489 0.73281 1.00223 0.001 -0.012 0.003 0.29
C 2.38437 -1.55054 -1.38452 0.032 -0.023 0.064 1.08
O -0.44437 0.81868 4.70601 0.034 -0.051 0.133 -0.84
C 2.33761 -0.50547 -3.90906 -0.065 0.056 0.030 -1.17
O -2.94826 -1.19080 4.34186 0.011 -0.082 -0.008 -0.73
H -0.06002 5.06050 3.05684 -0.006 0.005 0.007 0.39
H -1.91545 4.45612 -4.48289 -0.007 0.003 -0.012 0.41
H 4.11797 -2.65429 -2.00319 0.009 -0.011 0.023 0.48
C -1.31797 4.47327 1.41374 0.018 0.028 0.038 -0.83
H -1.54840 -1.76191 2.92290 -0.030 -0.049 -0.006 -0.44
H -2.87304 -4.22755 1.53277 0.016 0.028 -0.012 0.63
H 2.28591 -0.04916 -4.88721 0.009 0.000 -0.012 0.52
N 1.66578 -1.40372 0.84936 0.112 -0.121 0.024 1.45
H -0.88479 4.13094 -2.28415 0.007 0.014 0.006 0.42
Y -0.41627 -0.21044 0.11211 0.406 0.179 0.346 -0.81
Se -2.74870 0.56437 1.49094 -0.319 0.194 0.156 -0.31
H -2.91682 2.53162 -5.69996 -0.010 -0.003 -0.005 0.39
N 1.75734 1.79535 0.34163 -0.064 -0.062 -0.019 1.37
C 2.79374 1.56474 1.33544 0.028 0.025 0.001 -1.77
H 4.06430 -1.72269 -4.30955 -0.009 0.010 -0.006 0.41
C -1.33262 3.28987 -2.79764 0.022 -0.024 0.020 -0.86
C 1.39803 -0.17738 -2.94289 0.061 -0.038 0.010 -0.50
H 2.93079 3.15626 -0.78015 -0.015 -0.014 -0.008 0.41
C -0.44708 2.74120 -0.04110 -0.017 0.012 -0.089 -0.38
H -0.42221 0.77454 3.72201 0.035 0.035 -0.054 -0.06
H -2.36124 -1.63359 -3.86348 0.000 -0.010 0.016 0.44
C -2.45548 1.14508 -4.12261 0.013 -0.036 0.048 -0.47
H -2.77897 -0.30643 3.98215 -0.014 0.034 0.014 0.38
C 1.65158 -2.38633 6.28024 -0.004 0.013 -0.021 -0.77
H 1.62167 2.34110 -1.67891 0.009 0.012 -0.013 0.20
H -4.33506 -4.81408 2.62318 0.029 -0.067 -0.045 0.35
C 1.03588 -0.88166 2.87672 -0.032 -0.022 0.147 0.83
C 0.99964 -1.08910 4.34127 0.055 -0.013 -0.059 -0.09
C -4.79100 -2.93215 2.80953 0.019 0.009 0.005 -1.51
O 0.32128 0.05733 2.38593 -0.073 -0.281 -0.325 1.12
C 2.46326 -1.95721 0.01799 0.024 -0.004 0.058 -1.32
C 3.35096 -1.95395 -2.30351 -0.049 0.051 -0.016 -1.08
H -2.38641 3.62178 -0.23395 0.002 -0.011 -0.014 0.46
C 0.73095 2.72102 0.73401 0.055 0.039 0.039 0.15
H -4.76815 -0.55615 2.34810 0.034 0.013 -0.020 0.41
```
Positions in Å, forces in eV/Å.

The net charge is -1.


Molecular formula: C34H40O18S4
Method: DFT, ωB97M-V/def2-TZVPD

The geometry in XYZ format:
```
96
Properties=species:S:1:pos:R:3:forces:R:3:mulliken_charge:R:1
O 5.32638 3.21558 1.89915 -0.106 -0.073 -0.087 -0.46
H -7.27871 4.88140 -5.45499 -0.013 -0.011 -0.009 0.25
C -9.23748 4.00679 -5.75764 -0.047 -0.314 -0.159 -0.21
H 4.03477 -7.43982 5.63631 0.079 0.058 -0.170 0.31
C -2.01803 -3.72146 2.00463 -0.335 0.075 -0.258 -0.59
O -7.98613 5.12148 -7.37850 -0.252 -0.065 -0.049 -0.34
H 1.59346 -6.70145 6.55324 -0.059 0.172 0.015 0.31
C 0.73542 -2.55842 -2.03802 -0.097 0.316 -0.259 0.01
H 3.72206 0.94017 1.65573 -0.119 0.102 -0.081 -0.07
H 2.98747 -1.92262 1.33250 -0.103 -0.140 0.042 -0.02
H -3.13909 1.78225 -2.34118 -0.145 -0.023 0.123 0.02
O -6.82776 3.66657 -2.17755 -0.236 -0.091 0.027 -0.57
C 1.33306 2.13190 1.46022 0.009 0.477 -0.130 0.41
H 0.44232 0.05314 -4.23083 0.004 -0.004 -0.122 0.52
O 4.06979 -5.58310 4.72375 -0.212 -0.043 -0.208 -0.32
C 2.06126 0.02952 2.76293 0.397 0.112 -0.009 -0.40
H 2.37331 5.06541 0.05565 0.078 0.093 0.119 0.42
H 4.18096 -0.02997 3.03035 0.112 0.253 0.123 0.36
C 0.69678 1.62096 0.32525 0.223 0.201 0.110 0.98
O 2.67922 -4.35123 3.12138 0.126 0.133 -0.187 -0.44
O -0.70223 -0.06988 1.21929 -0.416 -0.411 0.810 -0.54
C -3.88799 3.41395 -3.56264 0.192 0.141 0.309 -0.30
C 3.80129 -1.20220 1.30144 -0.229 0.295 0.190 -1.05
H 1.24912 4.12541 -1.92078 -0.055 0.020 -0.139 0.50
C 0.70295 -1.85110 -3.24250 -0.016 0.107 -0.005 -0.82
C -0.10290 -4.95024 -1.62372 0.199 -0.264 0.544 -1.25
C 2.10329 -6.42819 5.63362 -0.028 -0.278 -0.183 -0.30
C -0.76941 -4.55292 -0.33033 -0.422 -0.002 -0.298 0.44
C 0.02925 1.66975 -2.05196 0.228 -0.147 0.411 -0.11
C -0.08036 -4.59255 0.87850 -0.011 -0.203 -0.386 -0.30
O -7.09067 2.06148 -4.04127 -0.206 0.120 -0.053 -0.56
H 2.10799 -0.31860 3.79352 -0.094 -0.123 0.105 0.49
H -2.49211 -3.39003 2.91593 0.011 0.033 0.119 0.39
C 1.92833 3.39189 1.32742 -0.095 -0.106 -0.350 -0.73
H 0.88977 -2.37055 -4.17226 0.038 -0.126 -0.038 0.40
H 3.93510 -0.91114 0.26394 0.139 -0.040 -0.158 0.32
H 6.96774 4.57143 4.47360 0.002 -0.023 0.016 0.28
H 1.33749 -4.29737 -3.05954 0.089 -0.099 -0.100 0.48
H -2.61639 -4.05980 -1.29570 -0.016 -0.025 -0.059 0.37
H 2.45674 3.80977 2.17158 0.055 0.031 0.068 0.33
C 1.45272 1.42796 2.79266 0.032 0.048 -0.084 -1.51
H -9.69366 3.21973 -6.36155 0.031 -0.001 0.011 0.30
C 1.89002 4.10346 0.13403 0.005 -0.081 -0.044 -1.01
C -7.82409 4.30678 -6.20609 0.152 0.030 0.325 -0.23
C 1.26598 3.58191 -0.99011 -0.171 -0.206 0.365 -0.80
S -6.26618 2.81124 -3.15857 0.547 0.029 0.036 1.14
H 1.76395 -7.07124 4.81912 0.022 -0.002 0.016 0.27
C -3.91837 1.98513 -3.06863 0.264 -0.191 -0.257 -0.04
C 1.05237 -4.03236 -2.04303 -0.061 0.227 -0.333 -1.04
C 0.24706 -0.49212 -0.90305 0.085 -0.010 -0.196 0.41
O 7.57993 3.40873 2.88546 -0.005 -0.234 0.021 -0.33
H 3.93506 -6.03726 6.73010 -0.027 -0.023 -0.002 0.30
H -0.85068 -5.03103 -2.40723 -0.074 0.185 -0.168 0.41
C -0.69994 -4.16636 2.02623 -0.563 0.311 0.699 -0.17
S 3.01407 -4.40109 4.49658 -0.086 -0.308 0.293 1.18
H 0.94245 -4.93898 0.90834 0.164 -0.022 0.025 0.46
C 0.24569 0.20768 -2.11123 0.066 -0.524 -0.002 1.17
C 7.57362 3.68136 4.29261 -0.164 0.214 0.168 -0.38
C -2.73128 -3.69256 0.81239 0.571 -0.193 -0.063 -0.71
O 1.79814 -5.06782 5.30105 0.209 0.124 0.128 -0.32
H -3.68721 4.11744 -2.75305 0.009 -0.025 -0.006 0.35
H -7.26670 3.40895 -6.45445 0.005 0.061 -0.168 0.30
S -9.34313 5.96585 -7.28595 0.111 -0.300 0.215 1.08
C 0.01032 0.30062 0.33017 0.325 0.263 -0.510 -0.25
H 0.49740 1.44062 3.31334 -0.180 -0.154 -0.062 0.45
C 0.48033 -1.85253 -0.86025 0.054 -0.091 -0.254 0.22
S 6.35793 2.44757 2.49535 0.132 -0.002 0.338 1.10
H -3.84734 1.27161 -3.89125 0.008 0.021 0.008 0.25
H -0.19968 -4.14516 2.98294 0.310 -0.142 -0.024 0.45
H -3.75550 -3.35957 0.75321 -0.096 0.094 0.176 0.41
C 3.61194 -6.44862 5.77157 0.013 0.059 0.342 -0.39
O -5.21293 1.84595 -2.45337 -0.121 0.279 -0.004 -0.30
H 7.66473 1.62174 4.97098 0.009 0.033 0.010 0.29
H 1.93897 -4.21445 -1.43882 -0.016 -0.031 0.290 0.40
O 5.91139 2.08512 3.99129 -0.070 0.278 -0.089 -0.25
H 6.52230 2.63362 5.88992 -0.177 -0.025 -0.073 0.31
H 8.59045 3.85416 4.63402 0.061 -0.038 -0.169 0.32
O 6.88487 1.29020 1.87079 -0.021 0.051 -0.186 -0.56
C 0.45757 -0.48339 -3.29428 -0.164 -0.057 0.265 -1.24
H 0.49266 -2.36867 0.08380 -0.034 0.092 0.211 0.56
O -9.94411 5.23544 -5.99572 0.209 0.179 0.000 -0.34
C 6.95078 2.44579 4.90971 0.292 -0.179 0.054 -0.33
C -2.08938 -4.10172 -0.35102 0.223 -0.039 0.098 -0.41
O -10.13691 5.65392 -8.41939 0.017 0.112 -0.117 -0.54
H 4.68819 -1.71016 1.66452 0.204 -0.097 -0.203 0.33
O -5.22565 3.63900 -4.04751 -0.075 -0.272 -0.076 -0.32
O -0.63216 2.26878 -2.86221 -0.282 0.491 -0.753 -0.65
H 2.12827 2.03808 3.39185 0.022 0.127 0.119 0.39
O -9.04467 7.30749 -6.93996 -0.114 0.105 -0.046 -0.54
H -3.17325 3.56649 -4.36489 -0.144 0.012 -0.120 0.29
H 0.30647 -5.95315 -1.49254 0.059 -0.108 -0.106 0.36
C 3.49153 0.02071 2.19065 0.101 -0.574 0.135 0.35
H -9.29711 3.74273 -4.70644 -0.078 0.176 0.033 0.27
O 3.44047 -3.25073 5.20595 -0.073 0.150 -0.107 -0.60
C 0.67699 2.32987 -0.88716 0.119 -0.017 0.359 0.92
H 1.45929 -0.70298 2.23859 -0.300 0.066 -0.155 -0.01
```
Positions in Å, forces in eV/Å.

As for the SMILES: CCCCc1cccc2c1C(=O)c1cc(CCc3ccccc3)ccc1C2=O.O=S1(=O)OCCO1.O=S1(=O)OCCO1.O=S1(=O)OCCO1.O=S1(=O)OCCO1.


Values for frontier orbital gap, Ha, ordered as above
0.2534 0.2229 0.3130
Values for relative energy (zero: lowest compared OMol25 entry of this formula, charge and spin), kJ/mol, ordered as above
459.9 0.0 0.0
Values for HOMO, Eh, ordered as above
-0.3566 -0.1591 -0.3292